1.
{"formula": "C24H43NO2P2Ru", "method": "ωB97M-V/def2-TZVPD", "symbols": ["Ru", "C", "C", "C", "C", "C", "C", "H", "H", "H", "C", "H", "H", "H", "C", "H", "H", "H", "C", "H", "H", "H", "C", "H", "H", "H", "C", "C", "C", "C", "C", "C", "C", "C", "H", "H", "H", "H", "H", "H", "H", "H", "H", "H", "H", "H", "P", "P", "C", "C", "H", "H", "H", "H", "C", "H", "H", "H", "C", "H", "H", "H", "C", "H", "H", "H", "C", "H", "H", "H", "O", "N", "O"], "positions_angstrom": [[-0.113, 0.012, -1.030], [2.521, 0.728, -0.019], [1.650, 1.135, -1.223], [1.786, 2.892, 0.339], [2.566, 1.836, 0.863], [1.255, 2.537, -0.906], [3.695, -0.186, -0.162], [3.620, -0.831, -1.043], [3.818, -0.827, 0.719], [4.621, 0.408, -0.263], [3.365, 1.905, 2.100], [4.169, 1.163, 2.083], [2.754, 1.714, 2.994], [3.808, 2.903, 2.208], [1.661, 4.195, 1.032], [2.652, 4.581, 1.300], [1.107, 4.061, 1.973], [1.159, 4.940, 0.406], [0.730, 3.475, -1.927], [1.545, 4.108, -2.320], [-0.036, 4.155, -1.537], [0.307, 2.929, -2.778], [2.158, 0.877, -2.609], [2.817, 1.702, -2.908], [1.312, 0.825, -3.308], [2.721, -0.056, -2.650], [-1.625, -3.754, 0.446], [-0.677, -4.129, -0.433], [-0.868, -4.257, -1.912], [-1.780, -3.181, -2.534], [-1.777, -1.804, -1.917], [-2.656, -1.423, -0.970], [-3.627, -2.324, -0.274], [-3.087, -3.707, 0.157], [-1.290, -5.240, -2.185], [-2.808, -3.565, -2.557], [0.117, -4.219, -2.396], [-3.359, -4.444, -0.612], [-1.362, -3.692, 1.509], [0.267, -4.544, -0.049], [-3.618, -4.000, 1.079], [-4.014, -1.822, 0.624], [-2.871, -0.366, -0.801], [-4.521, -2.470, -0.905], [-1.483, -3.048, -3.584], [-1.202, -1.065, -2.515], [0.701, -0.478, 1.062], [-1.429, 1.578, 0.063], [-1.090, -0.681, 1.767], [-1.963, 0.562, 1.532], [-0.930, -0.844, 2.842], [-1.532, -1.592, 1.334], [-3.029, 0.333, 1.405], [-1.866, 1.247, 2.388], [-1.419, 3.233, 0.800], [-0.836, 3.919, 0.188], [-0.997, 3.221, 1.812], [-2.450, 3.599, 0.853], [-2.677, 1.873, -1.249], [-3.687, 1.666, -0.883], [-2.451, 1.236, -2.114], [-2.615, 2.914, -1.585], [1.588, -1.610, 2.194], [2.619, -1.766, 1.860], [1.056, -2.574, 2.220], [1.596, -1.169, 3.198], [1.070, -1.698, -0.501], [1.121, -1.490, -1.612], [0.495, -2.605, -0.368], [2.112, -1.914, -0.264], [0.084, 2.694, 3.738], [0.111, 1.448, 3.634], [1.008, 0.773, 4.181]], "atomic_forces_ev_per_a": [[-0.008, 0.629, -1.221], [0.437, 1.830, -3.114], [1.708, 2.081, 2.117], [0.772, -0.685, 1.289], [-0.832, 1.307, -0.265], [1.382, -1.514, -0.919], [0.028, -0.491, 0.053], [0.122, 0.167, 0.222], [0.223, 0.164, -0.188], [-0.355, -0.098, 0.084], [0.243, -0.004, 0.323], [-0.022, 0.116, 0.074], [0.000, 0.063, -0.074], [-0.073, -0.238, 0.064], [-0.107, 0.346, 0.154], [-0.171, -0.002, -0.067], [0.116, 0.141, -0.146], [0.101, -0.055, 0.198], [-0.298, 0.082, -0.323], [-0.183, -0.190, 0.167], [0.213, -0.088, -0.154], [0.009, 0.153, 0.099], [-0.280, -0.207, -0.426], [-0.040, -0.213, -0.172], [0.433, -0.007, -0.267], [-0.106, 0.063, -0.246], [0.893, -1.283, 0.070], [-0.815, -1.060, 0.961], [0.136, -0.083, -0.281], [0.152, -0.177, -0.418], [-1.094, 0.071, 0.072], [-0.326, 0.261, -1.029], [-0.378, -0.171, 0.510], [-0.624, 0.235, -0.208], [0.212, 0.232, 0.191], [0.194, 0.306, 0.059], [-0.141, -0.016, 0.109], [0.236, 0.090, 0.255], [0.072, -0.156, -0.377], [-0.246, 0.629, -0.075], [0.157, 0.029, -0.436], [0.190, 0.113, -0.232], [0.413, -0.458, -0.004], [0.297, 0.124, 0.035], [-0.156, -0.166, 0.204], [-0.437, 0.003, 0.039], [-1.722, -1.255, 2.413], [-1.219, 0.940, 1.278], [0.445, -0.293, -0.209], [-0.503, 0.329, -0.156], [-0.051, 0.104, -0.262], [0.181, 0.397, 0.138], [0.179, -0.221, 0.164], [0.016, -0.332, -0.285], [0.503, 0.340, 0.216], [-0.207, 0.033, 0.119], [0.029, -0.115, -0.118], [0.057, -0.172, -0.046], [-0.291, -0.275, -0.168], [0.009, 0.124, -0.195], [-0.320, 0.135, 0.093], [0.017, -0.161, 0.201], [0.335, -0.212, 0.246], [-0.326, -0.064, 0.174], [0.151, 0.243, -0.078], [-0.156, 0.104, -0.219], [0.622, -1.401, -0.183], [0.076, -0.345, 0.511], [0.129, 0.197, 0.136], [-0.230, 0.123, 0.000], [0.598, -0.914, 0.147], [-0.183, -0.115, -0.598], [-0.185, 0.929, -0.028]], "lowdin_spin": [2.6072, 0.3562, 0.0678, 0.1041, 0.1778, 0.2906, 0.0491, 0.0003, 0.0106, 0.0200, 0.0187, 0.0009, 0.0084, 0.0028, 0.0105, 0.0028, 0.0045, -0.0002, 0.0418, 0.0158, 0.0069, 0.0024, 0.0345, 0.0084, 0.0094, 0.0009, 0.0023, 0.0001, 0.0006, 0.0040, 0.0387, 0.0321, 0.0050, 0.0008, 0.0001, 0.0007, 0.0001, 0.0001, 0.0003, 0.0003, 0.0001, 0.0006, 0.0050, 0.0012, 0.0006, 0.0198, 0.3774, 0.1358, 0.0863, 0.0345, 0.0037, 0.0069, 0.0019, 0.0015, 0.0186, 0.0012, 0.0000, 0.0035, 0.0457, 0.0071, 0.0099, 0.0005, 0.0883, 0.0003, 0.0134, 0.0034, 0.0790, 0.0179, 0.0060, 0.0073, 0.0204, 0.0415, 0.0232], "spin_multiplicity": 6, "lumo_ev": [-2.978, -5.737], "homo_ev": [-9.411, -9.444], "total_energy_ev": -52312.8972, "s2": 8.792, "gap_ev": [6.43, 3.71], "mol_weight_g_mol": 540.63, "total_charge": 1}

***

2.
{"formula": "C11H23AlCl2NO2Si", "method": "ωB97M-V/def2-TZVPD", "symbols": ["C", "C", "O", "N", "C", "Al", "C", "C", "O", "Si", "C", "C", "C", "C", "Cl", "C", "C", "Cl", "H", "H", "H", "H", "H", "H", "H", "H", "H", "H", "H", "H", "H", "H", "H", "H", "H", "H", "H", "H", "H", "H", "H"], "positions_angstrom": [[-3.781, -0.271, -1.476], [-3.870, 0.822, -0.426], [-4.959, 1.079, 0.081], [-2.687, 1.455, -0.148], [-2.866, 2.763, 0.499], [-1.434, 0.457, 0.909], [0.391, 1.271, 0.622], [1.600, 0.372, 0.837], [2.039, -0.205, -0.403], [3.634, -0.226, -0.763], [4.199, 1.402, -1.523], [4.705, -0.631, 0.727], [3.930, -1.565, -2.038], [-1.580, -1.537, 0.539], [-0.486, -2.318, -0.583], [-2.503, -2.286, 1.132], [-3.541, -1.770, 2.094], [-2.645, -4.022, 0.849], [-4.640, -0.155, -2.134], [-3.810, -1.246, -0.994], [-2.863, -0.176, -2.049], [-2.066, 2.947, 1.221], [-2.789, 3.554, -0.249], [-3.806, 2.828, 1.043], [-1.807, 0.683, 2.467], [0.437, 2.091, 1.346], [0.442, 1.719, -0.373], [2.421, 0.935, 1.302], [1.374, -0.453, 1.521], [4.487, 1.233, -2.563], [3.380, 2.121, -1.532], [5.067, 1.824, -1.018], [4.219, -1.401, 1.325], [5.692, -0.961, 0.406], [4.835, 0.249, 1.360], [3.658, -1.246, -3.043], [5.009, -1.750, -2.049], [3.440, -2.503, -1.784], [-4.109, -2.599, 2.507], [-3.071, -1.224, 2.908], [-4.250, -1.122, 1.578]], "atomic_forces_ev_per_a": [[0.117, 0.173, 0.111], [0.094, -0.102, -0.009], [-0.111, 0.230, -0.219], [-0.399, 0.017, 0.323], [0.355, -0.113, 0.187], [0.577, 0.139, -0.183], [-0.436, -0.299, -0.025], [-0.140, 0.154, -0.052], [0.079, 0.058, 0.285], [0.245, -0.229, -0.384], [0.037, -0.152, -0.075], [-0.329, 0.317, 0.004], [0.251, 0.133, 0.143], [-0.117, 0.093, 0.079], [0.118, 0.066, -0.126], [0.000, -0.059, 0.209], [-0.092, -0.214, -0.123], [-0.013, -0.153, -0.080], [-0.082, -0.109, -0.010], [-0.092, -0.102, -0.093], [0.074, -0.137, -0.009], [0.054, -0.023, 0.012], [-0.187, 0.071, -0.047], [-0.118, 0.040, -0.075], [-0.090, -0.018, 0.020], [0.012, 0.095, -0.001], [0.174, 0.061, -0.043], [0.126, -0.003, -0.062], [0.010, -0.074, 0.007], [-0.005, 0.008, -0.056], [0.018, 0.124, 0.110], [-0.040, 0.131, 0.093], [0.128, -0.143, 0.044], [0.056, -0.112, 0.021], [0.030, 0.000, 0.078], [-0.204, -0.084, -0.040], [0.041, -0.047, -0.059], [-0.129, -0.025, -0.058], [0.009, -0.057, 0.058], [-0.031, 0.169, -0.028], [0.013, 0.177, 0.073]], "mulliken_charge": [-0.9879, 0.4786, -0.6939, 0.1638, -1.0015, 0.1216, -0.7278, -0.4703, 0.0002, 0.4765, -1.1418, -1.1167, -1.1234, 0.4080, -0.2639, 0.1104, -1.0837, -0.2628, 0.3827, 0.1643, 0.2800, 0.2914, 0.2783, 0.3451, -0.4410, 0.3510, 0.2636, 0.3053, 0.1802, 0.3345, 0.3034, 0.3203, 0.2777, 0.3902, 0.2999, 0.3056, 0.3386, 0.2867, 0.4240, 0.2336, 0.1995], "lumo_ev": 2.834, "homo_ev": -5.238, "total_energy_ev": -56889.4207, "gap_ev": 8.07, "mol_weight_g_mol": 327.28, "total_charge": -1}

***

3.
{"formula": "C2H7N3O", "method": "ωB97M-V/def2-TZVPD", "symbols": ["C", "N", "N", "C", "N", "O", "H", "H", "H", "H", "H", "H", "H"], "positions_angstrom": [[-1.867, -0.417, 0.260], [-0.663, -0.187, -0.574], [-0.098, 1.132, -0.221], [1.212, 1.074, -0.003], [2.068, 0.015, -0.049], [1.714, -1.344, -0.170], [-2.334, 0.561, 0.553], [-1.536, -0.847, 1.220], [-2.530, -1.003, -0.337], [-1.056, 0.095, -1.442], [1.744, 2.046, 0.126], [2.811, 0.054, 0.736], [0.537, -1.179, -0.098]], "atomic_forces_ev_per_a": [[0.936, 1.535, 1.127], [-0.111, 0.831, 1.559], [2.797, -0.237, 0.470], [-2.228, -0.018, -0.596], [2.621, 0.112, 2.111], [-4.452, 1.327, 0.584], [0.216, -0.709, -0.550], [-0.429, -0.345, -0.512], [-0.580, -0.682, 0.134], [-0.048, -0.536, -1.312], [-0.568, -0.905, 0.222], [-1.452, 0.251, -1.982], [3.297, -0.624, -1.252]], "mulliken_charge": [-0.7813, -0.3002, -0.6221, 0.0519, -0.1571, -0.4626, 0.3161, 0.2620, 0.3446, 0.2676, 0.3233, 0.2574, 0.5006], "relative_energy_kj_mol": 481.7, "lumo_ev": 0.939, "homo_ev": -8.526, "total_energy_ev": -8701.2844, "gap_ev": 9.47, "mol_weight_g_mol": 89.10}